Record 1
Formula: C5H12N2
Source: OMol25
Level of theory: the ωB97M-V functional and the def2-TZVPD basis

CARTESIAN COORDINATES (ANGSTROEM)
N -1.024 0.672 -1.139
C -1.688 -0.527 -0.527
C -1.639 -0.178 0.961
C -0.179 0.429 1.050
C 0.250 0.591 -0.426
C 1.396 -0.392 -0.714
N 2.357 -0.152 0.322
H -0.877 0.498 -2.144
H -2.672 -0.808 -0.928
H -0.979 -1.359 -0.749
H -1.689 -0.921 1.753
H -2.406 0.582 1.132
H -0.119 1.271 1.766
H 0.416 -0.330 1.547
H 0.732 1.572 -0.641
H 1.021 -1.382 -0.423
H 1.722 -0.383 -1.776
H 2.089 1.305 0.800
H 3.287 -0.488 0.137

The calculation puts the HOMO energy at -8.81 eV. Its LUMO energy is 0.650 eV. As for the gap between HOMO and LUMO: 9.459 eV. For the relative energy (zero: lowest compared OMol25 entry of this formula, charge and spin), the calculation gives 4.046 eV.


Record 2
Formula: C5H12N2
Source: OMol25
Level of theory: the ωB97M-V functional and the def2-TZVPD basis

CARTESIAN COORDINATES (ANGSTROEM)
C 1.286 0.692 -1.329
C 0.629 0.029 -0.384
C -0.024 0.710 0.816
C -1.300 1.528 0.332
N -2.078 0.979 -0.749
N 0.510 -1.370 -0.363
C 0.701 -2.112 0.843
H 1.363 1.764 -1.420
H 1.752 0.111 -2.120
H 0.659 1.529 1.036
H -0.115 0.040 1.659
H -1.934 1.798 1.172
H -0.841 2.450 -0.012
H -1.496 0.800 -1.554
H -2.517 0.093 -0.498
H 1.069 -1.783 -1.091
H -0.160 -2.265 1.503
H 1.508 -1.851 1.553
H 0.987 -3.143 0.605

The calculation puts the HOMO energy at -8.25 eV. Its LUMO energy is 0.987 eV. As for the gap between HOMO and LUMO: 9.234 eV. For the relative energy (zero: lowest compared OMol25 entry of this formula, charge and spin), the calculation gives 1.514 eV. Its SMILES is C=C(CCN)NC.


Record 3
Formula: C5H12N2
Source: OMol25
Level of theory: the ωB97M-V functional and the def2-TZVPD basis

CARTESIAN COORDINATES (ANGSTROEM)
C 2.670 -0.225 0.401
C 2.403 -1.049 -0.536
C -0.937 -1.305 0.315
C -2.545 0.730 -0.502
C -1.243 0.191 0.070
N -0.348 2.291 -0.048
N -0.272 1.039 0.240
H 3.195 -0.610 1.258
H 2.429 0.780 0.183
H 2.612 -2.228 -0.510
H 0.075 -1.536 -0.066
H -1.670 -2.042 0.007
H -0.796 -1.359 1.452
H -2.924 1.637 0.023
H -2.316 1.016 -1.548
H -3.227 -0.199 -0.517
H 0.491 2.793 0.391
H 1.805 -0.658 -1.438
H 0.598 0.735 0.825

The calculation puts the HOMO energy (spin up / spin down) at -7.02 / -7.02 eV. Its LUMO energy (spin up / spin down) is 0.952 / 0.952 eV. As for the gap between HOMO and LUMO (spin up / spin down): 7.967 / 7.967 eV. For the relative energy (zero: lowest compared OMol25 entry of this formula, charge and spin), the calculation gives 4.442 eV.


Record 4
Formula: C5H12N2
Source: OMol25
Level of theory: the ωB97M-V functional and the def2-TZVPD basis

CARTESIAN COORDINATES (ANGSTROEM)
C -0.246 2.482 -0.484
N 0.586 1.266 -0.803
C -0.163 0.109 -0.543
N -1.297 0.017 -1.367
C 0.179 -0.827 0.369
C -0.547 -2.139 0.501
C 1.362 -0.677 1.288
H -1.231 2.428 -0.939
H -0.358 2.673 0.589
H 0.275 3.327 -0.934
H 1.434 1.284 -0.253
H -1.136 0.402 -2.287
H -1.703 -0.909 -1.402
H -1.335 -2.096 1.259
H -0.990 -2.468 -0.429
H 0.155 -2.921 0.794
H 2.236 -1.214 0.917
H 1.660 0.359 1.455
H 1.118 -1.096 2.266

The calculation puts the HOMO energy at -7.40 eV. Its LUMO energy is 1.027 eV. As for the gap between HOMO and LUMO: 8.422 eV. For the relative energy (zero: lowest compared OMol25 entry of this formula, charge and spin), the calculation gives 0.794 eV. Its SMILES is CNC(N)=C(C)C.


Record 5
Formula: C5H12N2
Source: OMol25
Level of theory: the ωB97M-V functional and the def2-TZVPD basis

CARTESIAN COORDINATES (ANGSTROEM)
C 1.307 1.508 0.480
C 0.543 0.381 1.153
N 1.314 -0.131 2.338
C 0.225 -0.750 0.140
C -1.226 -0.793 -0.216
C -1.733 -0.463 -1.402
N -1.030 -0.047 -2.551
H 1.405 2.405 1.087
H 0.751 1.822 -0.415
H 2.255 1.095 0.140
H -0.365 0.747 1.616
H 2.173 0.392 2.449
H 1.542 -1.113 2.205
H 0.872 -0.602 -0.729
H 0.561 -1.690 0.587
H -1.951 -0.975 0.562
H -2.797 -0.461 -1.595
H -0.028 0.026 -2.429
H -1.444 0.768 -2.973

The calculation puts the HOMO energy at -8.24 eV. Its LUMO energy is 1.011 eV. As for the gap between HOMO and LUMO: 9.251 eV. For the relative energy (zero: lowest compared OMol25 entry of this formula, charge and spin), the calculation gives 1.041 eV. Its SMILES is C[C@H](N)C/C=C\N.


Record 6
Formula: C5H12N2
Source: OMol25
Level of theory: the ωB97M-V functional and the def2-TZVPD basis

CARTESIAN COORDINATES (ANGSTROEM)
N -2.673 -1.070 0.126
C -1.409 -0.691 -0.268
C -1.305 0.863 -0.309
C 0.042 1.346 -0.886
C 1.139 0.962 -0.030
C 1.800 -0.282 -0.185
N 2.551 -0.973 0.597
H -2.706 -0.868 1.136
H -1.182 -1.107 -1.241
H -0.683 -1.107 0.459
H -2.268 1.180 -0.720
H -1.328 1.103 0.753
H -0.038 2.423 -0.692
H 0.193 1.075 -1.922
H 1.314 1.556 0.865
H 1.633 -0.750 -1.166
H 0.171 -1.930 3.033
H -0.159 -1.286 2.865
H 3.018 -0.372 1.283

The calculation puts the HOMO energy at -7.10 eV. Its LUMO energy is -2.757 eV. As for the gap between HOMO and LUMO: 4.339 eV. For the relative energy (zero: lowest compared OMol25 entry of this formula, charge and spin), the calculation gives 7.326 eV.


Record 7
Formula: C5H12N2
Source: OMol25
Level of theory: the ωB97M-V functional and the def2-TZVPD basis

CARTESIAN COORDINATES (ANGSTROEM)
C 1.266 -1.753 -1.196
C 1.007 -1.797 0.113
C 0.693 -0.655 1.042
C 0.097 0.565 0.394
N -0.035 1.671 1.396
C -1.300 0.337 -0.257
N -1.459 1.118 -1.451
H 1.454 -0.769 -1.607
H 1.296 -2.676 -1.747
H 0.821 -2.784 0.533
H 0.056 -0.954 1.879
H 1.603 -0.270 1.524
H 0.677 0.925 -0.465
H 0.274 2.519 0.927
H 0.659 1.538 2.126
H -2.042 0.527 0.529
H -1.347 -0.733 -0.470
H -2.281 0.907 -1.991
H -1.442 2.116 -1.278

The calculation puts the HOMO energy at -9.07 eV. Its LUMO energy is 1.180 eV. As for the gap between HOMO and LUMO: 10.249 eV. For the relative energy (zero: lowest compared OMol25 entry of this formula, charge and spin), the calculation gives 1.418 eV. Its SMILES is C=CC[C@H](N)CN.


Record 8
Formula: C5H12N2
Source: OMol25
Level of theory: the ωB97M-V functional and the def2-TZVPD basis

CARTESIAN COORDINATES (ANGSTROEM)
C 0.754 -1.136 -0.401
C 1.259 -1.026 0.871
C 1.343 -2.168 1.859
N 1.898 0.124 1.354
H 0.953 -0.280 -1.051
H 0.498 -2.109 -0.851
H 0.904 -1.835 2.845
H 2.427 -2.476 2.006
H 0.877 -3.105 1.483
H 2.718 -0.014 1.961
H 2.111 0.845 0.624
C -1.963 0.392 -1.850
N -1.617 1.642 -1.801
C -1.820 2.214 -0.426
H -2.089 -0.080 -2.847
H -2.193 -0.253 -0.947
H -0.940 2.867 -0.213
H -2.032 1.521 0.376
H -2.635 2.903 -0.571

The calculation puts the HOMO energy at -8.18 eV. Its LUMO energy is 0.950 eV. As for the gap between HOMO and LUMO: 9.135 eV. For the relative energy (zero: lowest compared OMol25 entry of this formula, charge and spin), the calculation gives 2.242 eV. Its SMILES is C=C(C)N.C=NC.


Record 9
Formula: C5H12N2
Source: OMol25
Level of theory: the ωB97M-V functional and the def2-TZVPD basis

CARTESIAN COORDINATES (ANGSTROEM)
C -0.771 -0.380 -0.018
C 0.183 -1.555 0.201
C 1.205 -1.263 1.252
C 1.441 -2.022 2.300
N -0.382 0.387 -1.243
C -1.036 1.632 -1.455
N -0.402 2.703 -0.724
H -0.737 0.413 0.731
H -1.763 -0.723 -0.310
H -0.418 -2.440 0.418
H 0.569 -1.880 -0.768
H 1.863 -0.422 1.015
H 2.231 -1.901 3.021
H 0.783 -2.855 2.513
H 0.630 0.526 -1.290
H -2.096 1.605 -1.232
H -0.925 1.773 -2.556
H 0.561 2.848 -1.005
H -0.937 3.554 -0.849

As for the spin multiplicity: 2. The calculation puts the HOMO energy (spin up / spin down) at -13.59 / -13.56 eV. Its expectation value of S² is 0.755. Its LUMO energy (spin up / spin down) is -3.015 / -8.157 eV. Its charge is +1. As for the gap between HOMO and LUMO (spin up / spin down): 10.573 / 5.402 eV. For the relative energy (zero: lowest compared OMol25 entry of this formula, charge and spin), the calculation gives 2.597 eV.


Record 10
Formula: C5H12N2O
Source: OMol25
Level of theory: the ωB97M-V functional and the def2-TZVPD basis

CARTESIAN COORDINATES (ANGSTROEM)
C 0.684 -1.109 1.383
C 0.616 -0.718 -0.110
C -0.370 0.452 -0.380
C -0.370 0.576 -1.910
N 0.682 0.144 -2.795
C 0.987 1.445 -2.232
N 0.093 -0.204 2.388
H 1.543 -1.535 1.885
H -0.088 -1.884 1.421
H 1.631 -0.453 -0.456
H 0.456 -1.532 -0.817
H -0.079 1.330 0.184
H -1.130 1.137 -2.494
H 1.836 1.466 -1.565
H 1.000 2.125 -3.093
H 0.380 0.754 2.510
H -0.989 -0.400 2.385
H -3.174 -0.963 2.082
H -1.388 0.160 -0.064
O -2.319 -0.790 1.678

As for the spin multiplicity: 2. The calculation puts the HOMO energy (spin up / spin down) at -3.26 / -3.26 eV. Its expectation value of S² is 0.754. Its LUMO energy (spin up / spin down) is 3.774 / 2.850 eV. Its charge is -1. As for the gap between HOMO and LUMO (spin up / spin down): 7.033 / 6.106 eV. For the relative energy (zero: lowest compared OMol25 entry of this formula, charge and spin), the calculation gives 3.736 eV.


Record 11
Formula: C5H12N2O
Source: OMol25
Level of theory: the ωB97M-V functional and the def2-TZVPD basis

CARTESIAN COORDINATES (ANGSTROEM)
C 0.543 -0.333 -2.059
C -0.111 0.515 -1.252
N 0.008 1.904 -1.349
C -1.133 0.071 -0.220
C -0.617 -0.191 1.237
N 0.209 0.962 1.587
C 0.254 -1.479 1.336
O 1.409 -1.653 0.576
H 1.411 0.051 -2.561
H 0.223 -1.367 -2.074
H 0.477 2.259 -2.164
H -0.118 2.488 -0.544
H -1.992 0.706 -0.219
H -1.663 -0.852 -0.619
H -1.519 -0.315 1.884
H 0.768 0.739 2.398
H 0.604 1.465 0.820
H 0.482 -1.531 2.418
H -0.479 -2.250 1.067
H 1.243 -1.189 -0.262

The calculation puts the HOMO energy at -8.60 eV. Its LUMO energy is 0.925 eV. As for the gap between HOMO and LUMO: 9.523 eV. For the relative energy (zero: lowest compared OMol25 entry of this formula, charge and spin), the calculation gives 2.390 eV. Its SMILES is C=C(N)C[C@H](N)CO.


Record 12
Formula: C5H12N2O
Source: OMol25
Level of theory: the ωB97M-V functional and the def2-TZVPD basis

CARTESIAN COORDINATES (ANGSTROEM)
C -0.489 1.460 2.010
C -0.878 1.459 0.543
N -1.303 -0.009 0.084
O -2.491 -0.451 0.757
N -0.369 -0.953 0.155
C 0.585 -0.876 -0.737
C 0.525 -0.117 -2.042
C 1.790 -1.759 -0.532
H -1.295 1.083 2.645
H 0.396 0.839 2.184
H -0.261 2.480 2.340
H -1.748 2.094 0.358
H -0.058 1.857 -0.061
H -2.250 -1.386 0.887
H -0.447 0.340 -2.230
H 1.286 0.669 -2.044
H 0.724 -0.813 -2.863
H 1.739 -2.266 0.435
H 2.696 -1.147 -0.560
H 1.848 -2.505 -1.330

The calculation puts the HOMO energy at -7.52 eV. Its LUMO energy is 0.945 eV. As for the gap between HOMO and LUMO: 8.466 eV. For the relative energy (zero: lowest compared OMol25 entry of this formula, charge and spin), the calculation gives 4.170 eV. Its SMILES is CCN(O)N=C(C)C.


Record 13
Formula: C5H12N2O
Source: OMol25
Level of theory: the ωB97M-V functional and the def2-TZVPD basis

CARTESIAN COORDINATES (ANGSTROEM)
N -0.623 -2.593 1.655
C 0.430 -1.645 1.338
C -0.228 -0.221 0.989
C -0.732 0.011 -0.501
C 0.375 0.413 -1.556
N 0.812 1.757 -1.233
C 0.062 2.790 -0.748
O -1.043 2.762 -0.283
H -0.238 -3.479 2.088
H -1.000 -2.976 0.825
H 1.218 -1.884 0.397
H 1.180 -1.351 2.196
H -1.026 -0.274 1.853
H 0.426 0.634 1.253
H -1.409 -0.875 -0.857
H -1.329 1.063 -0.570
H 1.097 -0.282 -1.644
H -0.208 0.428 -2.621
H 1.688 1.987 -1.533
H 0.549 3.735 -1.048

The calculation puts the HOMO energy at -9.20 eV. Its LUMO energy is 0.799 eV. As for the gap between HOMO and LUMO: 10.002 eV. For the relative energy (zero: lowest compared OMol25 entry of this formula, charge and spin), the calculation gives 3.332 eV. Its SMILES is NCCCCNC=O.